(1)
10
Properties=species:S:1:pos:R:3 method="wB97M-V/def2-TZVPD" multiplicity=3 largest_force_ev_per_a=9.00
H 0.46 -0.14 0.70
C 0.66 -1.06 -1.62
C -0.03 0.07 -0.20
O 2.77 -1.01 -0.98
N 2.03 -0.44 -1.79
Cl 0.73 -2.71 -1.13
H 0.05 1.17 -0.62
Cl -0.39 -0.75 -2.96
H -1.00 -0.19 -0.22
O 2.25 0.52 -2.43



(2)
77
Properties=species:S:1:pos:R:3 method="wB97M-V/def2-TZVPD" multiplicity=2 largest_force_ev_per_a=0.52 total_charge=-2
H -2.91 -4.73 -2.15
C 5.47 0.25 -1.40
N 3.46 1.00 -0.47
C -1.22 -2.09 -1.08
O -2.54 3.89 3.40
N 1.11 0.47 3.40
C 3.98 1.44 -2.86
O -2.14 -4.87 -1.61
H -1.33 -3.69 -3.12
C 6.09 0.57 -3.67
H -1.47 -2.80 4.01
Se 2.06 -1.35 -1.47
S -1.31 0.25 4.18
H 0.90 -2.63 0.98
C -0.64 -2.48 4.64
F 1.51 0.37 -5.03
F 1.64 1.85 0.84
H 3.84 -0.53 2.35
S 5.55 -0.36 0.23
H -1.02 2.94 3.28
H -1.33 -3.58 6.38
C -1.02 -4.25 -2.24
H 7.31 -0.49 -2.25
N -0.11 2.46 3.19
C -1.04 -2.56 6.12
O -6.55 2.61 -2.20
O -7.41 3.51 -0.45
C -0.28 -3.28 -1.30
H -0.21 -2.26 6.76
O -1.74 1.11 -2.07
Ti 0.21 0.38 -1.47
H -0.32 -5.03 -2.56
H 0.76 -2.73 -3.10
H -4.17 2.12 -2.11
O 1.07 -3.57 0.79
H 0.20 -3.14 4.43
H -0.93 -4.07 0.60
H -2.23 -2.47 -0.91
H -5.91 3.91 1.40
C -3.80 3.51 1.51
B 0.42 0.76 -4.29
F -0.05 -0.37 -3.46
Se -0.87 -0.88 0.45
B 1.97 1.63 -0.51
N 3.47 0.21 1.78
H 0.25 -5.08 -0.23
C 4.28 0.94 -1.60
C 0.01 1.17 3.52
C 4.89 1.24 -3.88
H 6.78 0.43 -4.49
H 4.64 1.60 -4.88
O -4.70 4.45 3.39
C -1.63 1.95 -1.14
N -6.46 3.06 -1.07
N -3.69 3.95 2.81
C -5.14 3.04 -0.42
H 2.53 0.53 2.06
C 6.39 0.06 -2.42
N 0.97 -0.83 3.81
O -0.47 2.20 -0.68
C 0.00 -4.04 0.01
H 0.55 2.79 2.51
H 3.03 1.93 -3.04
H 1.69 -3.76 -2.01
H -1.30 -1.52 -2.02
C 1.01 -2.91 -2.05
F 2.13 2.83 -1.19
C -5.05 3.53 0.87
C -2.82 2.56 -0.48
H -1.70 3.04 1.25
F 0.81 1.68 -3.27
C 3.98 0.34 0.56
C -0.21 -1.11 4.22
C -4.06 2.53 -1.12
C -2.68 3.05 0.80
H -1.88 -1.90 6.33
F -0.62 1.22 -5.06



(3)
17
Properties=species:S:1:pos:R:3 method="wB97M-V/def2-TZVPD" multiplicity=2 largest_force_ev_per_a=3.46 total_charge=+2
N 0.58 2.35 -0.48
H -1.93 -1.83 1.53
H -0.07 -2.14 1.37
H -0.26 1.66 -0.64
H 3.05 0.33 0.09
H -1.78 -1.15 -2.16
H 0.32 3.32 -0.74
H 1.54 0.21 0.80
C -1.78 -1.53 -1.12
H -0.70 -0.75 2.20
S -0.74 -0.43 -0.05
C 1.84 1.97 -0.22
H -2.75 -1.62 -0.69
H 2.72 2.73 -0.41
C -0.90 -1.39 1.38
N 2.17 0.77 0.24
H -1.29 -2.50 -1.10



Here are the calculated E numbers, same order: -32744.3131, -244230.8431, -17085.3389 (eV).
Here are the calculated energy relative to the best compared isomer or geometry (same formula, charge and spin) numbers, same order: 3.856, 0.000, 1.289 (eV).